C30H30IrNO | the ωB97M-V functional and the def2-TZVPD basis

Properties
DFT total energy ... -37964.8095 eV
Multiplicity ... 5
Frontier orbital gap (alpha / beta) ... 4.44 / 5.46 eV

CARTESIAN COORDINATES (ANGSTROEM)
C: 2.03 -0.22 0.51
C: 2.51 -0.75 -0.74
C: 2.08 0.08 -1.80
H: 3.20 -1.59 -0.84
C: 1.35 1.16 -1.27
C: 1.31 1.06 0.17
H: 0.89 1.98 -1.81
C: -1.51 -1.79 1.39
C: -0.36 -2.51 0.91
C: -0.32 -2.40 -0.52
H: 0.38 -3.05 1.49
C: -1.41 -1.56 -0.92
C: -2.17 -1.21 0.27
H: 2.35 -0.06 -2.85
H: 1.21 1.90 0.85
H: 2.36 -0.48 1.52
H: -3.07 -0.61 0.25
H: 0.42 -2.80 -1.21
H: -1.77 -1.61 2.43
Ir: -0.11 -0.34 0.41
C: -1.85 -1.24 -2.33
C: -3.35 -1.53 -2.40
C: -1.10 -2.11 -3.34
H: -3.50 -2.58 -2.11
H: -3.74 -1.37 -3.40
H: -3.90 -0.89 -1.70
H: -1.28 -3.17 -3.09
H: -0.02 -1.93 -3.33
H: -1.49 -1.92 -4.34
C: -1.44 0.24 -2.55
C: -2.18 0.88 -3.68
H: -0.36 0.27 -2.75
H: -1.62 0.84 -1.63
O: -3.39 0.64 -3.82
N: -1.54 1.73 -4.57
C: -0.39 2.59 -4.20
H: -2.23 2.20 -5.16
C: 0.93 1.98 -4.62
C: 2.11 2.64 -4.28
H: 2.04 3.60 -3.74
C: 3.34 2.06 -4.58
H: 4.26 2.56 -4.26
C: 3.40 0.86 -5.28
H: 4.37 0.42 -5.54
C: 2.22 0.22 -5.68
H: 2.24 -0.71 -6.24
C: 0.98 0.79 -5.37
H: 0.04 0.33 -5.69
H: -0.38 2.80 -3.10
H: -0.55 3.55 -4.72
C: -0.03 0.50 2.14
C: -0.16 0.38 3.38
C: -0.10 0.31 4.78
C: -1.13 0.90 5.55
C: -1.10 0.78 6.94
C: -0.03 0.11 7.55
C: 1.01 -0.46 6.80
C: 0.98 -0.35 5.41
H: -1.94 1.43 5.04
H: -1.92 1.21 7.54
H: 0.00 0.03 8.64
H: 1.84 -0.99 7.29
H: 1.79 -0.76 4.79

Charge distribution, natural (NBO) scheme, values in e: C -0.369; C -0.168; C -0.219; H 0.220; C -0.248; C -0.322; H 0.221; C -0.229; C -0.293; C -0.300; H 0.254; C -0.076; C -0.338; H 0.224; H 0.275; H 0.254; H 0.261; H 0.257; H 0.268; Ir 0.786; C -0.042; C -0.594; C -0.614; H 0.200; H 0.247; H 0.211; H 0.217; H 0.209; H 0.221; C -0.539; C 0.693; H 0.248; H 0.252; O -0.625; N -0.633; C -0.242; H 0.406; C -0.049; C -0.209; H 0.214; C -0.202; H 0.220; C -0.245; H 0.219; C -0.156; H 0.209; C -0.241; H 0.234; H 0.203; H 0.225; C -0.286; C -0.029; C -0.120; C -0.213; C -0.218; C -0.250; C -0.217; C -0.219; H 0.214; H 0.214; H 0.206; H 0.214; H 0.209